Entry 1:
# C4H12N2Si

A cluster of 2 separate species, C4H12N2Si in total (ωB97M-V with the def2-TZVPD basis set, the Open Molecules 2025 dataset).

Geometry as XYZ:
```
19
Properties=species:S:1:pos:R:3:forces:R:3
C -1.87128 -0.59778 0.10017 0.292 -0.743 -1.991
C 0.18005 -0.01630 2.12941 -2.503 1.831 -2.769
C 0.14148 1.90301 -0.31083 -0.977 -2.610 1.076
C 1.12614 -1.23044 -0.51724 -2.194 2.699 -0.578
N 2.49749 -0.97969 -2.86130 -0.694 -0.233 0.623
N 1.54134 -0.34902 -2.51780 0.587 -1.367 0.249
Si -0.12005 -0.02416 0.22073 0.911 1.962 0.741
H -2.65626 -0.27223 0.75103 0.068 -0.189 1.115
H -2.29646 -0.28519 -0.85534 0.215 -0.165 -0.448
H -1.69715 -1.69419 0.00118 -0.862 0.459 0.466
H 1.05774 0.41622 2.40997 2.652 1.147 0.764
H -0.63607 0.65631 2.46644 0.266 -0.743 0.292
H 0.13553 -0.99409 2.44636 -0.469 -2.121 1.137
H -0.63512 2.48130 0.12418 -1.058 0.313 0.872
H 1.00818 2.23270 0.15918 1.813 0.437 1.127
H 0.20171 2.33108 -1.25410 0.089 -0.149 -2.372
H 2.04605 -1.18899 -0.07782 2.678 0.568 0.995
H 0.95219 -2.21909 -0.76046 -0.825 -1.861 -0.997
H 2.58960 -1.16422 -3.87772 0.010 0.764 -0.303
```
Positions in Å, forces in eV/Å.

Properties
Energy relative to the best compared isomer or geometry (same formula, charge and spin): 107.7 kcal per mole
Orbital gap (alpha / beta): 8.37 / 8.47 eV
Net charge: 0
HOMO level (alpha / beta): -0.2919 / -0.3054 hartree

***

Entry 2:
# CH4N3

A cluster of 2 separate species, CH4N3 in total (ωB97M-V with the def2-TZVPD basis set, the Open Molecules 2025 dataset).

Geometry as XYZ:
```
8
Properties=species:S:1:pos:R:3:forces:R:3
C 0.95234 0.54532 -0.52476 0.441 0.166 -1.507
N 0.65838 -0.52037 -1.12823 0.677 1.110 -0.612
N 0.34002 -0.39667 0.30972 0.317 -1.875 2.750
N -1.13160 -0.36843 0.54026 -0.214 2.856 -3.909
H 3.69727 1.83679 -0.87555 -1.310 -0.495 0.190
H -1.47953 0.45924 0.99284 0.000 1.006 0.308
H -1.41812 -1.10470 1.07911 -0.303 -2.924 1.905
H -1.61876 -0.45119 -0.39339 0.392 0.156 0.874
```
Positions in Å, forces in eV/Å.

Properties
Energy relative to the best compared isomer or geometry (same formula, charge and spin): 257.6 kcal per mole
Orbital gap (alpha / beta): 5.36 / 5.34 eV
Net charge: +1
HOMO level (alpha / beta): -0.5438 / -0.5436 hartree

***

Entry 3:
# C5H5NO

The molecule C5H5NO (ωB97M-V with the def2-TZVPD basis set, the Open Molecules 2025 dataset).

Geometry as XYZ:
```
12
Properties=species:S:1:pos:R:3:forces:R:3
O 1.29992 0.27989 2.00650 -0.297 0.006 -0.556
C 0.53202 0.46071 1.09235 0.165 -0.155 0.244
C 0.36107 1.69909 0.32787 -0.196 0.365 -0.493
C 0.01114 2.44080 -0.55653 0.213 -0.147 0.425
C -0.44647 -0.53235 0.51561 -0.138 0.101 0.042
C -0.19974 -1.04923 -0.84478 0.001 -0.009 -0.256
N -0.23518 -1.94727 0.31387 0.158 -0.160 0.110
H -0.29643 3.09067 -1.34452 0.099 0.070 0.148
H -1.46873 -0.25458 0.76988 0.069 -0.033 -0.031
H 0.76708 -0.84665 -1.30497 -0.160 0.033 0.145
H -1.03101 -1.10876 -1.54253 0.125 -0.154 0.124
H 0.70633 -2.23233 0.56725 -0.040 0.083 0.098
```
Positions in Å, forces in eV/Å.

Properties
Energy relative to the best compared isomer or geometry (same formula, charge and spin): 81.0 kcal per mole
Orbital gap: 9.98 eV
Net charge: 0
SMILES: C#CC(=O)[C@H]1CN1
HOMO level: -0.3639 hartree

***

Entry 4:
# C4H7ClN2O2

A cluster of 2 separate species, C4H7ClN2O2 in total (ωB97M-V with the def2-TZVPD basis set, the Open Molecules 2025 dataset).

Geometry as XYZ:
```
16
Properties=species:S:1:pos:R:3:forces:R:3
C 0.13707 0.36662 1.02769 -0.810 2.317 -0.202
C 0.86199 -0.59955 1.71249 0.745 -1.330 0.430
C -1.41180 1.77525 -0.27707 -0.882 0.701 -0.528
C 0.84553 -0.47071 -1.36245 3.802 2.943 -0.361
N -0.60009 1.23183 0.73078 0.922 -1.813 0.406
N -0.10277 -1.33076 -1.00731 -1.627 -3.020 0.643
O -1.28708 -1.04667 -1.30028 -2.103 1.140 -0.994
O 0.17470 -2.30974 -0.25940 0.734 -1.854 1.055
Cl 2.50837 -0.88720 -1.12204 -0.674 0.105 -0.479
H 1.92887 -0.38942 1.73551 0.005 0.035 -0.028
H 0.71161 -1.55917 1.09366 -0.037 0.253 0.037
H 0.46478 -0.78776 2.70716 -0.132 0.231 0.157
H -0.87192 2.57267 -0.78917 0.008 0.077 0.031
H -2.30367 2.18416 0.19575 -0.016 0.072 -0.200
H -1.68171 0.97576 -0.98226 0.091 0.095 0.236
H 0.62614 0.27471 -2.10305 -0.027 0.048 -0.203
```
Positions in Å, forces in eV/Å.

Properties
<S²>: 2.01
Orbital gap (alpha / beta): 5.08 / 7.35 eV
Net charge: 0
Multiplicity: 3
HOMO level (alpha / beta): -0.1809 / -0.3293 hartree

***

Entry 5:
# C10H18NSi

A cluster of 2 separate species, C10H18NSi in total (ωB97M-V with the def2-TZVPD basis set, the Open Molecules 2025 dataset).

Geometry as XYZ:
```
30
Properties=species:S:1:pos:R:3:forces:R:3
C -1.19602 -0.54806 3.72244 0.572 0.186 1.116
C -1.97167 -0.87492 2.60837 -2.401 -0.732 -0.086
C 0.19259 -0.50974 3.58060 1.710 1.133 2.471
C -1.41860 -1.18762 1.38766 2.730 1.115 1.222
C 0.82033 -0.76914 2.38118 -0.855 -0.548 -0.646
C 0.00874 -1.07152 1.28286 -0.683 -1.716 -1.383
C -0.74715 -1.73791 -2.41813 -1.635 0.202 -2.049
C 0.04960 3.64413 -0.39264 -1.746 0.753 0.335
C -0.03240 -2.76906 -1.54636 0.691 0.088 0.215
C 1.01962 1.27693 -1.22198 0.433 -0.779 0.416
N 0.19895 2.10810 -0.31055 -2.035 1.136 -0.236
Si 0.87666 -1.85075 -0.17765 1.669 1.167 0.435
H -1.52286 -0.37093 4.78633 -0.353 -0.208 -1.604
H -3.09124 -1.05542 2.55444 1.378 0.625 1.081
H 0.88709 -0.22544 4.50548 -1.801 -0.795 -2.009
H -2.06189 -1.51260 0.61337 -0.271 -0.242 -0.878
H 1.88795 -0.91417 2.27361 0.076 0.435 0.237
H -0.09648 -1.07759 -3.10708 -0.570 -0.659 2.007
H -1.28861 -2.26179 -3.26095 0.112 0.148 1.158
H -1.52980 -1.19605 -1.82985 0.805 0.060 -0.769
H 0.76898 3.97873 -1.08780 1.058 0.434 -0.549
H -0.95081 3.92096 -0.86747 1.218 -0.513 0.943
H 0.19124 4.18504 0.64002 -0.362 -1.414 -1.969
H 0.60686 -3.29041 -2.26019 0.523 -0.225 0.610
H -0.63304 -3.56648 -1.01891 0.060 0.980 -0.704
H 2.01479 1.72522 -1.31065 -0.153 -0.120 0.282
H 0.51949 1.39441 -2.13352 -0.492 -0.319 -1.752
H -0.76416 1.71192 -0.19930 1.235 0.205 -0.020
H 0.64375 2.06550 0.53914 0.940 -0.924 2.867
H 2.38886 -2.23516 0.25212 -1.851 0.529 -0.743
```
Positions in Å, forces in eV/Å.

Properties
Energy relative to the best compared isomer or geometry (same formula, charge and spin): 84.6 kcal per mole
Orbital gap (alpha / beta): 7.17 / 7.17 eV
Net charge: +1
HOMO level (alpha / beta): -0.4150 / -0.4151 hartree

***

Entry 6:
# C4H7NO

A cluster of 2 separate species, C4H7NO in total (ωB97M-V with the def2-TZVPD basis set, the Open Molecules 2025 dataset).

Geometry as XYZ:
```
13
Properties=species:S:1:pos:R:3:forces:R:3
C 1.49359 -0.34239 -0.09808 -0.093 0.749 0.894
C 1.78742 -1.47568 -0.63689 0.787 0.605 -0.295
C 1.22463 0.79006 0.49323 0.774 -1.019 0.335
C -1.55208 -0.86561 1.01765 1.237 -0.329 3.682
N -1.67872 1.09989 -0.65491 1.500 1.564 4.747
O -1.88499 -0.40355 -0.02360 -1.607 0.179 -4.284
H 2.76072 -1.66430 -1.02978 0.680 0.002 -0.115
H 1.08362 -2.21423 -0.82544 -1.372 -1.251 -0.083
H 0.91402 1.60183 -0.09501 -0.493 1.006 -0.547
H 1.39567 0.94291 1.55514 -0.093 -0.132 -0.107
H -1.10767 -0.21593 1.83603 -0.199 0.035 -0.838
H -2.30819 1.66362 -0.04314 0.629 -0.507 -0.389
H -2.12801 1.08337 -1.49520 -1.750 -0.900 -3.000
```
Positions in Å, forces in eV/Å.

Properties
Energy relative to the best compared isomer or geometry (same formula, charge and spin): 180.5 kcal per mole
Orbital gap (alpha / beta): 8.88 / 8.88 eV
Net charge: 0
HOMO level (alpha / beta): -0.2983 / -0.2984 hartree

***

Entry 7:
# C4H8N2O

The molecule C4H8N2O (ωB97M-V with the def2-TZVPD basis set, the Open Molecules 2025 dataset).

Geometry as XYZ:
```
15
Properties=species:S:1:pos:R:3:forces:R:3
N -1.70298 -0.42339 -1.68814 0.125 0.039 0.167
C -1.71033 -0.58377 -0.32797 -0.271 -0.583 0.295
O -2.63775 -1.16172 0.21051 -0.058 0.061 -0.113
C -0.51181 -0.25451 0.56303 -0.050 -0.009 -0.002
N 0.72481 -0.08954 -0.15721 -0.070 -0.067 -0.169
C 1.92048 0.14719 0.61967 0.194 -0.054 0.137
C 1.31672 1.22669 -0.20429 0.051 0.313 -0.133
H -2.41852 -0.95223 -2.15530 -0.268 0.224 0.002
H -1.27365 0.31646 -2.21557 0.434 -0.128 0.336
H -0.76420 0.57968 1.24246 0.029 -0.009 -0.259
H -0.42317 -1.13574 1.20975 -0.092 0.115 -0.193
H 1.82893 0.23958 1.70359 -0.054 -0.007 -0.208
H 2.80064 -0.39271 0.27801 -0.103 0.169 0.067
H 0.80750 2.02679 0.33538 0.085 -0.111 -0.099
H 1.74384 1.50504 -1.16345 0.046 0.046 0.173
```
Positions in Å, forces in eV/Å.

Properties
Energy relative to the best compared isomer or geometry (same formula, charge and spin): 46.8 kcal per mole
Orbital gap: 10.26 eV
Net charge: 0
SMILES: NC(=O)CN1CC1
HOMO level: -0.3418 hartree

***

Values of total energy, in order: -558.45889; -204.09523; -323.39067; -876.48403; -735.67956; -286.34396; -341.92903, all in hartree.
Values of max |F|, in order: 4.2; 4.8; 0.6; 4.8; 3.2; 5.2; 0.7, all in eV/Å.